Here is a molecular structure, C29H19F4N7O2PdS2 at a distorted geometry from the OMol25 dataset. Energies are from wB97M-V/def2-TZVPD.

Summary:
Charge: +2
HOMO (alpha / beta): -0.5166 / -0.5166 Eh
Multiplicity: 1
Lowest unoccupied orbital energy (alpha / beta): -9.3 / -9.3 eV
Calculated total energy: -80903.364 eV
Molecular weight: 744.1 g mol⁻¹
Kohn-Sham gap (alpha / beta): 4.8 / 4.8 eV

Geometry (Å):
Pd (-0.8369, -0.0455, -0.3901)
C (-0.9570, -1.4349, 5.5185)
C (-0.8475, -0.0288, 4.9339)
N (0.3354, 0.1332, 4.1129)
C (1.5566, 0.5374, 4.7870)
C (1.7819, 2.0460, 4.7473)
C (0.3420, -0.1066, 2.8127)
S (-1.0678, -0.9359, 2.1516)
N (1.4253, 0.1224, 2.1162)
C (1.7041, 0.5050, 0.8880)
O (0.8560, 0.9274, 0.0407)
C (3.1355, 0.5627, 0.5483)
C (4.0949, 0.0113, 1.4075)
C (5.4333, 0.0581, 1.0679)
C (5.8295, 0.6579, -0.1212)
C (4.8813, 1.2146, -0.9745)
C (3.5392, 1.1704, -0.6452)
H (-1.8750, -1.5149, 6.0934)
H (-0.1217, -1.6579, 6.1761)
H (-0.9855, -2.1757, 4.7229)
H (-0.7857, 0.7027, 5.7426)
H (-1.7370, 0.1909, 4.3370)
H (2.3962, 0.0342, 4.3045)
H (1.4877, 0.2046, 5.8238)
H (1.9256, 2.3895, 3.7265)
H (2.6732, 2.2830, 5.3225)
H (0.9413, 2.5806, 5.1813)
H (3.7737, -0.4641, 2.3208)
H (6.1683, -0.3804, 1.7243)
H (6.8747, 0.6910, -0.3852)
H (5.1928, 1.6803, -1.8962)
H (2.7934, 1.5986, -1.3006)
O (-2.4449, -1.0734, -0.9695)
N (-3.6372, -0.6824, -0.5817)
C (-4.6965, -1.3941, -1.0038)
C (-5.9680, -1.0726, -0.5943)
C (-6.1693, 0.0123, 0.2593)
C (-5.0758, 0.7427, 0.6755)
C (-3.7974, 0.3806, 0.2440)
S (-2.3910, 1.2521, 0.7783)
H (-4.4655, -2.2143, -1.6680)
H (-6.7972, -1.6689, -0.9362)
H (-7.1620, 0.2797, 0.5834)
H (-5.1739, 1.5946, 1.3321)
F (-2.8420, -0.8454, -3.7904)
C (-1.5944, -0.8527, -4.2683)
C (-0.7145, -1.8181, -3.8535)
F (-1.1184, -2.7515, -2.9926)
C (0.6602, -1.7110, -4.1908)
C (0.9892, -0.8610, -5.2732)
C (0.0820, 0.1072, -5.7047)
F (0.4784, 1.0393, -6.5504)
C (-1.1606, 0.2364, -5.0555)
C (-1.7825, 1.5234, -4.7725)
C (-1.8321, 1.6395, -3.3861)
N (-1.6802, 1.5019, -2.2433)
C (-2.0377, 2.5293, -5.6931)
N (-2.2533, 3.3447, -6.4756)
F (2.2302, -0.8292, -5.7259)
C (1.6320, -2.1182, -3.2085)
C (1.1041, -1.9548, -1.9391)
N (0.5152, -1.6090, -0.9981)
C (3.0168, -2.1645, -3.3985)
N (4.1605, -2.1207, -3.4928)

Here is C2H3N3O2 in the gas phase at a distorted geometry from the OMol25 dataset. Energies are from wB97M-V/def2-TZVPD.

Summary:
HOMO: -0.3671 Eh
Multiplicity: 1
Lowest unoccupied orbital energy: 0.5 eV
SMILES string: [H]/N=c1\[nH]oc(=O)[nH]1
Calculated total energy: -10685.318 eV
Energy relative to the best compared isomer or geometry (same formula, charge and spin): 72.4 kcal/mol
Molecular weight: 101.1 g mol⁻¹
Kohn-Sham gap: 10.5 eV

Geometry (Å):
H (-3.0214, -0.0176, -0.0948)
N (-2.2916, -0.6671, -0.2932)
C (-1.1089, -0.1362, 0.1138)
N (-0.6688, 1.1547, 0.3385)
O (0.7437, 1.0968, -0.2507)
C (1.1958, -0.2714, 0.0328)
O (2.3166, -0.4803, -0.1015)
N (0.0176, -0.8393, 0.3221)
H (-1.2136, 1.7512, -0.3439)
H (-0.1691, -1.7580, -0.1951)

Here is 28 unconnected molecules or ions with the total composition C6H64NO27P at a distorted geometry from the OMol25 dataset. Energies are from wB97M-V/def2-TZVPD.

Summary:
HOMO: -0.3290 Eh
Multiplicity: 1
Lowest unoccupied orbital energy: -0.2 eV
Calculated total energy: -73321.128 eV
Molecular weight: 613.5 g mol⁻¹
Kohn-Sham gap: 8.7 eV

Geometry (Å):
C (4.6477, -0.4889, 0.6513)
P (2.7915, -0.6970, 0.2868)
C (0.9411, -0.9704, 0.0052)
C (0.0260, -0.4921, 0.9295)
C (-1.2954, -0.7182, 0.7345)
N (-1.8634, -1.3765, -0.2798)
C (-0.9556, -1.7903, -1.1628)
C (0.4038, -1.6282, -1.0802)
H (4.8521, 0.4411, 1.1783)
H (4.9476, -1.2972, 1.3150)
H (5.2017, -0.5499, -0.2810)
H (2.7486, 0.5798, -0.3289)
H (3.1271, -1.9140, -0.3864)
H (2.5614, -0.7840, 1.6809)
H (0.3618, 0.0456, 1.8054)
H (-1.9751, -0.3375, 1.4908)
H (-1.3412, -2.3017, -2.0234)
H (1.0439, -2.0109, -1.8584)
O (0.8947, -4.1269, 1.0210)
H (0.2505, -3.6351, 0.4972)
H (1.4971, -3.4478, 1.3409)
O (2.2654, -1.1275, 3.9072)
H (1.5147, -1.1173, 4.5170)
H (2.9491, -1.6146, 4.3783)
O (4.0796, -0.6980, -2.9738)
H (3.4564, -0.7608, -2.2439)
H (3.8169, -1.4068, -3.5752)
O (2.1236, 1.6662, 3.2018)
H (2.3796, 1.7369, 2.2710)
H (2.1510, 0.7146, 3.4058)
O (-0.1354, -3.4367, -3.4665)
H (0.3702, -4.2103, -3.2052)
H (-0.8818, -3.8075, -3.9496)
O (2.7657, 4.0435, 5.0005)
H (2.0909, 4.0405, 5.6903)
H (2.5970, 3.2289, 4.5072)
O (-1.1645, -5.9313, -2.2995)
H (-0.4666, -6.1421, -1.6704)
H (-1.8113, -5.4444, -1.7775)
O (3.4645, 6.3971, 6.5751)
H (2.8134, 6.4466, 7.2802)
H (3.2725, 5.5723, 6.1061)
O (-3.0806, -1.3794, -3.7821)
H (-3.7104, -0.8742, -3.2479)
H (-2.5405, -0.6997, -4.1993)
O (-3.9328, -3.1649, 1.2130)
H (-3.2317, -2.7418, 0.7022)
H (-4.5223, -2.4399, 1.4583)
O (-0.9015, -5.6173, 2.9386)
H (-0.1569, -5.2192, 2.4690)
H (-1.4895, -4.8765, 3.1222)
O (-1.3837, 1.1211, -4.1949)
H (-0.6847, 0.6124, -3.7657)
H (-1.2689, 2.0211, -3.8595)
O (6.6714, -0.2246, -3.9006)
H (5.9333, -0.2318, -3.2696)
H (7.3712, -0.7175, -3.4648)
O (-1.9885, 3.9074, -4.7425)
H (-2.1671, 4.5468, -4.0391)
H (-2.5131, 4.2094, -5.4895)
O (-1.2908, -2.3096, -6.3023)
H (-1.9176, -1.8095, -5.7688)
H (-0.7518, -1.6388, -6.7310)
O (-0.2940, -0.4697, 5.9752)
H (-1.0797, 0.0395, 5.7543)
H (-0.6303, -1.2290, 6.4635)
O (-1.5282, -4.7464, 5.7929)
H (-2.1569, -5.4628, 5.9183)
H (-0.7331, -5.1890, 5.4768)
O (-3.5850, 1.7902, 0.1229)
H (-3.1420, 2.2429, 0.8509)
H (-3.2185, 0.9023, 0.1222)
O (1.0729, 2.6468, -5.4140)
H (0.2936, 3.1985, -5.5498)
H (0.7413, 1.9079, -4.9014)
O (-1.4810, 5.7475, -2.0914)
H (-0.7535, 5.5386, -1.4998)
H (-2.1005, 6.2432, -1.5415)
O (4.1576, -3.6736, -4.3763)
H (4.3659, -3.5255, -5.3041)
H (4.1452, -4.6303, -4.2845)
O (-4.0485, 5.6212, -0.4309)
H (-4.6380, 5.5768, 0.3270)
H (-4.3610, 4.9271, -1.0191)
O (1.9122, 2.8478, 0.5670)
H (1.2365, 3.3118, 1.0757)
H (2.4383, 3.5451, 0.1620)
O (-0.2945, 4.3393, 4.0774)
H (0.6489, 4.2791, 4.2662)
H (-0.4905, 5.2796, 4.1270)
O (-0.9316, 2.5743, 1.8669)
H (-0.5013, 2.9685, 2.6382)
H (-0.5776, 1.6755, 1.8192)
O (-4.0616, 1.1974, -2.9610)
H (-3.3367, 1.5897, -3.4623)
H (-4.6255, 1.9416, -2.7362)
O (-6.3267, -1.8889, 2.3408)
H (-7.1138, -1.3526, 2.2116)
H (-6.6284, -2.6420, 2.8577)

Here is C6H9N in the gas phase at a distorted geometry from the OMol25 dataset. Energies are from wB97M-V/def2-TZVPD.

Summary:
HOMO: -0.2825 Eh
Multiplicity: 1
Lowest unoccupied orbital energy: 0.9 eV
Calculated total energy: -7853.367 eV
Energy relative to the best compared isomer or geometry (same formula, charge and spin): 110.5 kcal/mol
Molecular weight: 95.1 g mol⁻¹
Kohn-Sham gap: 8.6 eV

Geometry (Å):
C (1.2608, 1.2324, -2.8519)
C (-1.4410, 0.3344, 1.0215)
C (-1.3995, -0.5589, -0.1994)
C (0.6865, 1.0418, -0.2506)
C (-0.1286, -0.0294, 0.3634)
C (0.7329, -1.0489, 1.0442)
N (0.9715, 1.1207, -1.6034)
H (2.0153, 0.5773, -3.3707)
H (-1.9065, 1.2375, 0.7659)
H (-1.5808, -0.0878, 2.0120)
H (-1.6108, -1.5482, -0.1523)
H (-1.6243, -0.2071, -1.2096)
H (1.2505, 1.5911, 0.5054)
H (1.4041, -0.4760, 1.7455)
H (1.3093, -1.6776, 0.4538)
H (0.0604, -1.5013, 1.7263)

Here is 2 unconnected molecules or ions with the total composition C28H35N2O4PS2 at a distorted geometry from the OMol25 dataset. Energies are from wB97M-V/def2-TZVPD.

Summary:
HOMO: -0.2748 Eh
Multiplicity: 1
Lowest unoccupied orbital energy: -0.4 eV
SMILES string: C=C(S(=O)(=O)c1ccccc1)S(=O)(=O)c1ccccc1.CC(C)(C)N1PN(C(C)(C)C)c2ccccc21
Calculated total energy: -71731.219 eV
Molecular weight: 558.7 g mol⁻¹
Kohn-Sham gap: 7.0 eV

Geometry (Å):
C (2.0330, 1.5787, -0.1446)
C (3.0529, 1.4793, -1.0322)
S (2.7011, 1.2857, -2.7837)
O (1.9574, 2.4269, -3.2522)
O (3.8856, 0.8440, -3.4819)
C (1.6210, -0.1487, -2.7536)
C (2.1646, -1.4323, -2.7993)
C (1.3835, -2.5118, -2.3744)
C (0.0655, -2.3087, -1.9462)
C (-0.4965, -1.0341, -2.0492)
C (0.2636, 0.0471, -2.4898)
S (4.8199, 1.4032, -0.6232)
O (4.9121, 1.4264, 0.8189)
O (5.4855, 2.3932, -1.4418)
C (5.4366, -0.2283, -1.1609)
C (6.1077, -0.3582, -2.3732)
C (6.4339, -1.6307, -2.8427)
C (6.1618, -2.7570, -2.0633)
C (5.5494, -2.6075, -0.8152)
C (5.2076, -1.3371, -0.3476)
H (1.0481, 1.6444, -0.5959)
H (2.2327, 1.6613, 0.9257)
H (3.1916, -1.5770, -3.1315)
H (1.8192, -3.5105, -2.3738)
H (-0.5386, -3.1283, -1.5460)
H (-1.5365, -0.8740, -1.7629)
H (-0.1640, 1.0430, -2.6052)
H (6.3757, 0.5269, -2.9459)
H (6.8933, -1.7252, -3.8259)
H (6.4201, -3.7523, -2.4314)
H (5.3400, -3.4773, -0.1937)
H (4.7577, -1.1920, 0.6337)
C (-3.1506, 1.2978, -2.2056)
C (-3.4871, 1.6876, -0.7742)
C (-3.2593, 3.1850, -0.5902)
C (-4.9674, 1.3853, -0.5209)
N (-2.6038, 0.9621, 0.1728)
P (-1.5940, 1.7534, 1.2927)
N (-1.6663, 0.4289, 2.3484)
C (-1.5596, 0.5739, 3.8168)
C (-2.8039, 0.0520, 4.5329)
C (-1.4055, 2.0562, 4.1463)
C (-0.3405, -0.1934, 4.3035)
C (-2.1881, -0.7164, 1.7270)
C (-2.1996, -2.0284, 2.2062)
C (-2.7853, -3.0302, 1.4140)
C (-3.3933, -2.7087, 0.1939)
C (-3.4195, -1.3795, -0.2637)
C (-2.7744, -0.3973, 0.4904)
H (-3.3139, 0.2316, -2.3955)
H (-3.8030, 1.8695, -2.8802)
H (-2.1071, 1.5376, -2.4378)
H (-3.5507, 3.5113, 0.4160)
H (-2.2158, 3.4642, -0.7760)
H (-3.8887, 3.7229, -1.3094)
H (-5.2528, 1.6269, 0.5114)
H (-5.5646, 2.0221, -1.1920)
H (-5.2374, 0.3435, -0.7318)
H (-0.1713, 1.5834, 0.7224)
H (-2.9259, -1.0318, 4.4370)
H (-2.6937, 0.2825, 5.6019)
H (-3.7105, 0.5530, 4.1706)
H (-0.5043, 2.4879, 3.6937)
H (-2.2868, 2.6279, 3.8238)
H (-1.3266, 2.1572, 5.2358)
H (0.5749, 0.2106, 3.8544)
H (-0.2850, -0.0812, 5.3932)
H (-0.4067, -1.2578, 4.0626)
H (-1.7677, -2.2698, 3.1726)
H (-2.7634, -4.0701, 1.7535)
H (-3.8576, -3.4910, -0.4163)
H (-3.9285, -1.1284, -1.1912)